Entry 1:
18
Properties=species:S:1:pos:R:3:lowdin_charge:R:1 method="wB97M-V/def2-TZVPD" homo_lumo_gap_ha=0.3328 smiles=c1c[nH]cn1.c1c[nH]cn1 de_lowest_kcal_mol=2.3
C 2.499 -0.998 0.760 -0.173
C 3.064 -2.232 1.000 -0.116
N 2.056 -3.134 0.768 0.027
C 0.946 -2.430 0.405 -0.211
N 1.182 -1.128 0.391 0.028
H 2.976 -0.020 0.835 0.097
H 4.063 -2.541 1.306 0.109
H 2.125 -4.151 0.852 0.158
H -0.001 -2.914 0.165 0.118
C -2.776 2.933 -1.430 -0.185
C -1.728 2.065 -1.647 -0.125
N -1.451 1.529 -0.414 0.030
C -2.320 2.079 0.482 -0.219
N -3.139 2.937 -0.105 0.027
H -3.288 3.557 -2.163 0.091
H -1.171 1.787 -2.541 0.105
H -0.724 0.841 -0.204 0.126
H -2.311 1.820 1.540 0.114

---

Entry 2:
59
Properties=species:S:1:pos:R:3:lowdin_charge:R:1 method="wB97M-V/def2-TZVPD" homo_lumo_gap_ha="0.2840 / 0.2603" de_lowest_kcal_mol=10.1 multiplicity=2
Hg 0.362 0.893 -0.978 0.708
C 3.933 -0.735 5.476 -0.038
C 3.688 0.747 5.405 -0.211
C 4.202 1.599 6.372 -0.049
C 3.982 2.968 6.327 -0.091
C 3.258 3.502 5.276 -0.087
C 2.746 2.673 4.289 -0.040
C 2.924 1.292 4.361 -0.195
N 2.400 0.408 3.403 0.145
C 1.327 0.538 2.528 -0.369
N 0.379 1.440 2.925 0.130
C -0.664 2.099 2.255 -0.229
C -0.999 1.918 0.925 -0.166
C -2.060 2.580 0.343 -0.188
C -2.837 3.443 1.104 -0.105
C -2.489 3.669 2.426 -0.067
C -1.409 3.028 3.015 -0.218
C -1.026 3.371 4.434 -0.044
N 1.213 -0.203 1.496 0.083
C 2.151 -1.191 1.183 -0.292
C 3.071 -0.967 0.155 -0.072
C 3.932 -1.963 -0.271 -0.097
C 3.914 -3.204 0.349 -0.099
C 3.024 -3.425 1.389 -0.056
C 2.133 -2.444 1.815 -0.225
C 1.156 -2.743 2.921 -0.037
H 4.520 -0.979 6.359 0.078
H 4.481 -1.100 4.602 0.087
H 2.990 -1.284 5.527 0.080
H 4.773 1.174 7.189 0.110
H 4.379 3.610 7.102 0.101
H 3.089 4.570 5.217 0.104
H 2.233 3.105 3.442 0.113
H 2.980 -0.391 3.195 0.117
H 0.482 1.727 3.884 0.100
H -2.303 2.438 -0.703 0.064
H -3.690 3.947 0.669 0.097
H -3.068 4.373 3.012 0.106
H -1.698 4.132 4.822 0.077
H -0.012 3.774 4.482 0.071
H -1.084 2.509 5.106 0.088
H 3.109 0.013 -0.306 0.066
H 4.614 -1.770 -1.089 0.101
H 4.593 -3.986 0.035 0.098
H 3.010 -4.389 1.884 0.106
H 1.282 -3.769 3.262 0.074
H 0.130 -2.612 2.573 0.088
H 1.291 -2.083 3.780 0.061
Cl 0.794 -3.601 -5.283 0.671
C -0.329 -2.622 -4.404 -0.660
C -1.490 -2.169 -5.006 -0.094
C -2.357 -1.400 -4.245 -0.061
C -2.020 -1.113 -2.933 -0.175
N -0.896 -1.538 -2.363 0.003
C -0.071 -2.291 -3.081 -0.184
H -1.709 -2.409 -6.037 0.108
H -3.280 -1.029 -4.669 0.105
H -2.672 -0.517 -2.304 0.101
H 0.827 -2.639 -2.584 0.107

---

Entry 3:
22
Properties=species:S:1:pos:R:3:lowdin_charge:R:1 method="wB97M-V/def2-TZVPD" homo_lumo_gap_ha=0.4523 smiles=CC(C)C.CC de_lowest_kcal_mol=6.2
C 0.473 1.114 0.397 -0.089
C -0.740 1.271 -0.504 -0.503
C -1.418 2.625 -0.336 -0.093
C -0.377 1.034 -1.959 -0.097
H 1.346 1.686 0.075 0.082
H 0.803 0.078 0.486 0.055
H 0.240 1.452 1.413 0.077
H -1.462 0.509 -0.200 0.123
H -0.812 3.386 -0.847 0.080
H -2.393 2.667 -0.820 0.073
H -1.507 2.935 0.707 0.072
H 0.091 0.063 -2.096 0.070
H -1.234 1.107 -2.637 0.077
H 0.307 1.804 -2.325 0.078
C 0.303 -2.812 1.550 -0.173
C 1.583 -2.971 0.690 -0.161
H -0.190 -3.777 1.661 0.055
H 0.625 -2.561 2.565 0.061
H -0.429 -2.072 1.246 0.045
H 2.257 -2.148 0.937 0.053
H 1.395 -2.809 -0.369 0.056
H 1.980 -3.931 1.001 0.060

---

Entry 4:
15
Properties=species:S:1:pos:R:3:lowdin_charge:R:1 method="wB97M-V/def2-TZVPD" homo_lumo_gap_ha=0.3566 smiles="NC(=O)[C@@H](N)CS" de_lowest_kcal_mol=27.4
N -0.401 -2.013 -1.697 0.143
C -0.761 -0.805 -1.139 -0.473
O -1.554 -0.059 -1.672 0.038
C 0.027 -0.438 0.247 -0.400
N 1.307 -1.149 0.293 0.002
C 0.175 1.096 0.116 -0.545
S 0.328 1.689 1.796 0.727
H 0.316 -2.664 -1.252 0.124
H -0.900 -2.498 -2.372 0.068
H -0.721 -0.663 0.981 0.118
H 1.976 -1.049 -0.577 0.137
H 1.800 -0.660 1.047 0.043
H -0.829 1.440 -0.321 0.102
H 1.017 1.334 -0.501 0.072
H 1.541 1.225 2.124 -0.156